A molecular structure, C4H9NO2, computed with ωB97M-V/def2-TZVPD.

```
16
Properties=species:S:1:pos:R:3:mulliken_charge:R:1
C -1.3644 -1.4403 0.3866 -0.776
N 0.0679 -1.7304 0.5124 -0.218
C 1.1338 -1.2245 -0.0945 -0.302
O 1.1977 -0.1642 -0.9106 -0.281
C 0.1659 0.8297 -1.0732 -0.288
C 0.2629 1.8643 0.0354 -0.457
O -0.0684 1.3456 1.3058 -0.521
H -1.9105 -2.1727 0.9851 0.279
H -1.5710 -0.4414 0.7799 0.305
H -1.7146 -1.5060 -0.6486 0.322
H 0.9795 -2.4758 0.0846 0.454
H 0.3814 1.2972 -2.0380 0.344
H -0.8252 0.3772 -1.1178 0.183
H 1.2732 2.2982 0.0278 0.296
H -0.4471 2.6740 -0.1626 0.333
H 0.6182 0.7150 1.5648 0.325
```

The gap between HOMO and LUMO comes out at 9.48 eV. For the total energy, the calculation gives -362.883919 hartree. The energy above the lowest of the compared OMol25 structures with the same formula, charge and spin is 5.486 eV. The LUMO energy is 0.88 eV.